{"formula": "C3H7NO2", "method": "ωB97M-V/def2-TZVPD", "gap_ha": 0.39657, "smiles": "C=CN.O=CO", "max_force_ev_per_a": 1.3, "homo_energy_ev": -9.884, "e_lumo_ha": 0.03333, "mol_weight_g_mol": 89.094, "total_energy_ev": -8808.522, "e_above_lowest_kj_mol": 193.7, "species": ["C", "C", "N", "H", "H", "H", "H", "H", "H", "O", "C", "O", "H"], "coordinates": [[-2.257, 1.170, 0.248], [-3.518, 0.819, 0.040], [-1.149, 0.372, -0.187], [-1.907, 2.059, 0.764], [-4.390, 1.169, 0.577], [-3.786, 0.102, -0.733], [-1.213, -0.626, -0.011], [1.113, 0.138, 0.264], [-1.042, 0.454, -1.195], [1.485, -0.630, 0.737], [2.616, -0.976, 0.123], [2.916, -0.639, -0.993], [3.280, -1.601, 0.721]], "forces_ev_per_angstrom": [[0.134, -0.441, 0.280], [-0.537, -0.090, -0.102], [0.681, 0.093, -1.128], [-0.531, -0.136, 0.424], [0.238, 0.794, -0.122], [0.384, -0.507, 0.383], [-0.510, 0.254, 0.218], [-0.519, -0.278, -0.073], [0.256, 0.083, -0.010], [0.453, 0.197, 0.387], [0.283, 0.142, -0.807], [-0.080, 0.113, 0.216], [-0.252, -0.224, 0.336]]}

=====

{"formula": "C25H37ClN2OSi4Yb", "method": "ωB97M-V/def2-TZVPD", "gap_ha": [0.23201, 0.23157], "multiplicity": 2, "max_force_ev_per_a": 2.4, "homo_energy_ev": [-10.236, -10.232], "e_lumo_ha": [-0.14417, -0.14446], "mol_weight_g_mol": 702.421, "total_energy_ev": -107113.987, "charge": 1, "s_squared": 0.751, "species": ["Yb", "Cl", "C", "C", "C", "C", "O", "C", "C", "N", "C", "C", "C", "C", "C", "C", "C", "C", "N", "C", "C", "H", "H", "H", "H", "H", "H", "H", "H", "H", "H", "C", "Si", "C", "C", "Si", "Si", "C", "C", "C", "Si", "C", "C", "C", "H", "H", "H", "H", "H", "H", "H", "H", "H", "H", "H", "H", "H", "H", "H", "H", "H", "H", "H", "H", "H", "H", "H", "H", "H", "H", "H"], "coordinates": [[0.596, 0.711, -1.241], [-5.988, 0.128, -4.127], [-4.307, 0.364, -3.807], [-3.350, -0.303, -4.581], [-2.018, -0.146, -4.307], [-1.557, 0.655, -3.237], [-0.282, 0.755, -3.013], [-2.546, 1.365, -2.475], [-2.229, 2.285, -1.426], [-1.102, 2.280, -0.785], [-0.826, 3.133, 0.278], [-1.771, 3.567, 1.192], [-1.398, 4.347, 2.290], [-0.097, 4.734, 2.474], [0.904, 4.309, 1.578], [2.268, 4.637, 1.731], [3.186, 4.140, 0.841], [2.752, 3.297, -0.185], [1.487, 2.947, -0.360], [0.551, 3.471, 0.486], [-3.906, 1.203, -2.798], [-3.662, -0.929, -5.400], [-1.269, -0.636, -4.911], [-2.991, 3.036, -1.195], [-2.802, 3.262, 1.094], [-2.147, 4.630, 3.012], [0.184, 5.336, 3.324], [2.583, 5.265, 2.552], [4.235, 4.375, 0.924], [3.471, 2.882, -0.887], [-4.648, 1.726, -2.213], [-2.220, -2.351, -1.307], [-1.632, -2.141, 0.501], [-2.016, -3.637, 1.612], [-2.606, -0.587, 1.056], [0.665, -1.518, 0.369], [1.539, -0.795, 2.455], [3.151, 0.155, 2.034], [1.842, -2.184, 3.717], [0.384, 0.572, 3.142], [2.083, -2.934, -0.969], [1.150, -2.956, -2.640], [2.752, -4.675, -0.569], [3.568, -1.751, -1.272], [-3.287, -2.170, -1.413], [-2.020, -3.341, -1.700], [-1.695, -1.629, -1.938], [-3.068, -3.903, 1.582], [-1.755, -3.435, 2.646], [-1.447, -4.507, 1.301], [-3.676, -0.727, 0.928], [-2.306, 0.267, 0.442], [-2.438, -0.326, 2.094], [3.984, -0.516, 1.857], [3.448, 0.834, 2.828], [3.002, 0.743, 1.123], [2.486, -2.950, 3.298], [0.908, -2.665, 3.988], [2.305, -1.818, 4.629], [0.001, 1.185, 2.324], [0.901, 1.229, 3.836], [-0.469, 0.160, 3.668], [0.250, -3.557, -2.585], [1.749, -3.358, -3.449], [0.852, -1.940, -2.924], [1.951, -5.398, -0.449], [3.345, -4.684, 0.341], [3.390, -5.030, -1.376], [3.210, -0.772, -1.636], [4.265, -2.136, -2.008], [4.133, -1.580, -0.362]], "forces_ev_per_angstrom": [[0.864, 1.464, 1.018], [-0.016, 0.019, -0.027], [0.089, 0.011, 0.092], [-0.152, 0.203, 0.186], [0.464, 0.317, 0.365], [-2.316, -0.011, -0.705], [0.754, -0.014, -0.423], [0.340, -0.522, -0.706], [0.429, 0.183, 0.274], [-0.082, -0.873, -0.674], [-0.044, 0.692, 0.970], [0.411, -0.350, -0.560], [0.350, 0.278, 0.259], [-0.237, -0.117, -0.047], [-0.039, -0.291, -0.339], [0.134, -0.252, -0.296], [-0.120, 0.272, 0.190], [-0.211, -0.249, -0.186], [0.096, -0.567, -0.088], [-0.354, 0.118, 0.287], [0.013, -0.104, -0.097], [-0.091, -0.109, -0.096], [0.045, -0.083, -0.035], [0.103, -0.128, 0.144], [-0.082, -0.080, -0.069], [-0.108, 0.082, 0.040], [0.027, 0.104, 0.105], [-0.017, 0.068, 0.069], [0.084, 0.021, 0.011], [-0.031, -0.006, 0.098], [-0.117, 0.090, 0.024], [0.252, -0.050, 0.521], [-0.149, 0.241, -0.188], [0.098, 0.490, -0.423], [0.373, -0.374, -0.017], [-0.115, -0.868, 0.554], [0.103, 0.318, -0.060], [-0.424, -0.348, 0.056], [-0.094, 0.500, -0.402], [0.251, -0.498, -0.239], [0.028, 0.563, -0.478], [0.252, -0.002, 0.492], [-0.351, 0.595, 0.081], [-0.442, -0.270, 0.108], [-0.203, 0.059, 0.071], [0.118, -0.226, -0.134], [-0.045, -0.077, -0.035], [-0.234, 0.006, -0.041], [0.068, 0.121, 0.176], [0.139, -0.146, -0.118], [-0.196, -0.108, -0.093], [-0.026, -0.012, 0.013], [0.118, 0.083, 0.239], [0.198, -0.179, -0.113], [-0.009, 0.141, 0.196], [0.035, 0.039, 0.028], [0.152, -0.103, -0.129], [-0.227, -0.051, 0.029], [0.091, 0.132, 0.159], [-0.053, 0.083, -0.067], [0.199, 0.076, 0.117], [-0.259, -0.128, 0.073], [-0.275, -0.087, 0.040], [0.261, -0.081, -0.164], [-0.033, -0.022, -0.027], [-0.171, -0.060, 0.039], [0.058, 0.056, 0.166], [0.051, 0.103, -0.182], [0.101, -0.119, 0.022], [0.106, -0.100, -0.278], [0.065, 0.136, 0.224]]}